(w)
27
Properties=species:S:1:pos:R:3:mulliken_charge:R:1 method="wB97M-V/def2-TZVPD" orbital_gap_ev=10.31 smiles=O.O.O.O.O.O.O.O.O e_homo_ev=-10.6 lumo_energy_ev=-0.30
O -0.00950 -0.20613 -1.14588 -0.5869
H 0.62256 -0.28805 -0.42284 0.3700
H -0.70958 0.34854 -0.78365 0.2084
O -2.16886 2.07342 2.20011 -0.5982
H -1.28104 2.26542 2.52246 0.3159
H -2.69150 2.83060 2.48738 0.2951
O -3.37373 -1.74343 -1.18713 -0.5870
H -3.38695 -1.26717 -0.34928 0.3076
H -3.86186 -2.55405 -1.00382 0.2826
O 3.62632 3.10572 -1.56302 -0.5870
H 3.61265 2.20598 -1.21764 0.2827
H 3.48052 3.65734 -0.78620 0.3115
O 0.88827 -2.28087 -0.99138 -0.6739
H 0.15899 -2.01835 -0.41848 0.3631
H 0.70953 -1.82576 -1.82199 0.3232
O 4.12901 -2.86113 1.48125 -0.6341
H 3.21832 -2.55081 1.53901 0.3140
H 4.06220 -3.81207 1.62350 0.3172
O -1.50572 -1.10168 2.26839 -0.6017
H -1.85795 -0.39123 1.72049 0.2814
H -2.26417 -1.39826 2.78394 0.3024
O -2.64959 0.56255 -3.27671 -0.6089
H -1.83460 0.98468 -2.98245 0.2958
H -3.15416 0.43567 -2.46535 0.2977
O 1.78687 1.88507 0.33804 -0.5977
H 1.81466 2.50701 1.07385 0.2917
H 2.63931 1.43699 0.37740 0.3153

=====

(x)
27
Properties=species:S:1:pos:R:3:mulliken_charge:R:1 method="wB97M-V/def2-TZVPD" orbital_gap_ev=9.66 smiles=O.O.O.O.O.O.O.O.O e_homo_ev=-9.7 lumo_energy_ev=-0.06
O -0.04849 -0.63970 0.48792 -0.4699
H -0.43230 -1.45099 0.15570 0.2710
H 0.74256 -0.98712 0.97534 0.2343
O -1.65750 -1.96763 2.49362 -0.5477
H -2.00524 -1.21498 2.17514 0.3233
H -2.43231 -2.53245 2.75453 0.2872
O -2.45519 -1.83296 -2.59793 -0.6261
H -2.00953 -1.85819 -1.67347 0.3508
H -1.93594 -1.18822 -3.07102 0.3143
O 4.40685 1.81499 -0.49875 -0.6201
H 3.50384 1.96201 -0.15222 0.3160
H 4.81227 2.69073 -0.46534 0.3129
O -1.68561 1.19693 1.38735 -0.5824
H -1.27812 1.05033 2.25392 0.2605
H -1.39757 2.12696 1.16948 0.2812
O -0.49380 1.69772 -1.63867 -0.5498
H -0.29695 0.74266 -1.60678 0.2928
H -0.42591 1.94395 -2.54999 0.2824
O 1.50041 -0.25897 2.73545 -0.6565
H 1.57425 -1.13711 2.74261 0.2930
H 0.55682 -0.14344 2.53694 0.3317
O -2.30774 0.64791 -0.70828 -0.5854
H -1.94104 0.21665 0.05905 0.4133
H -1.91625 0.17521 -1.47146 0.0831
O 2.63035 -0.73935 -1.67841 -0.5978
H 2.42869 -0.48716 -2.61052 0.3056
H 2.56345 0.17222 -1.20425 0.2824

=====

Which structure is the most stable? The one labeled (w).

=====

(w)
27
Properties=species:S:1:pos:R:3:mulliken_charge:R:1 method="wB97M-V/def2-TZVPD" orbital_gap_ev=6.78 e_homo_ev=-7.0 lumo_energy_ev=-0.24
H -0.31118 -0.66409 0.97274 0.3435
H 0.01716 -0.20234 -0.43758 0.1999
H 0.29152 4.86178 -0.09773 0.2932
H 0.52129 3.62200 -0.94637 0.3089
H 4.67188 -1.24978 -1.73126 0.3190
H 3.98449 0.07355 -1.43743 0.2869
H -1.19050 -3.78124 -0.93218 0.3078
H -1.08268 -2.41622 -0.27254 0.3416
H -1.66530 -0.38256 0.08301 0.2985
H -1.79046 0.45241 1.34681 0.2647
H 1.61849 0.41977 -0.65888 0.2439
H 2.61423 1.07891 0.28138 0.1522
H -4.35206 -0.06634 0.26715 0.3203
H -3.87900 -1.50482 0.39767 0.2854
H -2.54264 2.09768 0.31858 0.3555
H -2.04563 1.55874 -1.01280 0.3005
H 2.24803 -0.89557 1.77252 0.2954
H 3.13516 -1.45926 0.67465 0.3657
O 0.39538 -0.27375 0.44607 -0.5282
O 0.39911 3.90612 -0.03350 -0.5929
O 4.72274 -0.47835 -1.15567 -0.6146
O -1.66801 -2.95154 -0.82009 -0.6167
O -1.38464 0.45318 0.47257 -0.6785
O 1.92552 0.40515 0.25463 -0.3881
O -4.41341 -0.92822 -0.15994 -0.6096
O -2.68493 1.38369 -0.31305 -0.6047
O 2.67789 -1.70910 1.48550 -0.6497

=====

(x)
27
Properties=species:S:1:pos:R:3:mulliken_charge:R:1 method="wB97M-V/def2-TZVPD" orbital_gap_ev=11.64 smiles=O.O.O.O.O.O.O.O.O e_homo_ev=-11.5 lumo_energy_ev=0.16
O -1.45039 2.18391 -2.77796 -0.6392
H -0.84984 2.38116 -3.49675 0.3191
H -1.99310 1.46795 -3.10827 0.3252
O -0.40979 -0.73537 0.72984 -0.6410
H -0.53616 0.09598 0.27253 0.3230
H 0.45299 -1.03697 0.44545 0.3199
O 3.98678 -1.61415 1.57362 -0.6330
H 4.45755 -2.40199 1.84551 0.3170
H 3.40005 -1.42084 2.30479 0.3214
O -4.45918 -2.71484 1.39007 -0.6353
H -4.64331 -2.93034 2.30434 0.3093
H -3.54398 -2.43443 1.38922 0.3222
O -3.93034 -1.64830 -3.09258 -0.6443
H -3.96937 -1.67528 -2.13655 0.3273
H -3.28586 -2.31664 -3.32540 0.3161
O 0.02633 3.68624 4.86651 -0.6399
H 0.23847 3.85344 3.94821 0.3206
H 0.40869 4.42535 5.33956 0.3190
O 5.12281 1.62565 -1.36683 -0.6407
H 4.74347 2.49098 -1.21341 0.3185
H 4.87185 1.11383 -0.59788 0.3178
O -1.05119 5.67813 0.07970 -0.6432
H -1.87896 6.13966 0.21393 0.3196
H -1.23402 5.05768 -0.62588 0.3207
O 2.10051 -6.31038 -1.38384 -0.6374
H 2.06876 -7.14555 -1.85044 0.3203
H 1.35710 -5.81500 -1.72761 0.3171

=====

(y)
27
Properties=species:S:1:pos:R:3:mulliken_charge:R:1 method="wB97M-V/def2-TZVPD" orbital_gap_ev=10.33 smiles=O.O.O.O.O.O.O.O.O e_homo_ev=-10.6 lumo_energy_ev=-0.29
O 0.71202 -0.67166 0.86477 -0.5986
H 0.85538 0.22031 0.52886 0.2848
H -0.08394 -0.59450 1.40282 0.2909
O -0.59672 2.67939 2.92232 -0.6134
H -0.20530 3.44510 2.48704 0.3018
H -0.62287 2.00590 2.23332 0.3073
O 3.41167 3.08385 2.78703 -0.6107
H 2.59446 3.58834 2.86858 0.2923
H 3.50285 2.64554 3.64059 0.3192
O 0.36355 -1.11998 -2.55990 -0.5828
H -0.07959 -0.48783 -3.13697 0.3208
H -0.01725 -0.95105 -1.69074 0.2835
O 1.18756 3.61830 0.49951 -0.5763
H 1.12683 3.39721 1.43569 0.2275
H 1.95721 4.19588 0.44441 0.3440
O -2.05361 -2.08693 -1.93186 -0.5415
H -2.97671 -1.99009 -1.67206 0.2486
H -1.77461 -1.18934 -2.14512 0.3560
O -2.14428 -3.82172 0.31628 -0.6147
H -1.48250 -3.20434 0.64774 0.3070
H -2.98462 -3.42112 0.56597 0.2865
O 1.92599 -3.94568 -1.09105 -0.6209
H 1.27023 -4.64547 -1.18730 0.3153
H 2.22719 -3.78106 -1.99170 0.3036
O -1.71260 0.79728 -2.00751 -0.6278
H -2.42412 1.01793 -1.39592 0.2980
H -1.97624 1.21572 -2.83478 0.2996

=====

Which structure is the most stable? The one labeled (x).

=====

(w)
15
Properties=species:S:1:pos:R:3:mulliken_charge:R:1 method="wB97M-V/def2-TZVPD" orbital_gap_ev=10.79 smiles="COC(=O)CC=O.[H][H]" e_homo_ev=-10.2 lumo_energy_ev=0.62
C 0.11198 -1.47831 2.24508 -0.6347
O 0.09842 -1.16018 0.85236 -0.2905
C -0.60042 -0.05323 0.54649 0.4373
O -1.08956 0.69399 1.35312 -0.5430
C -0.51334 0.22966 -0.92018 -0.3437
C 0.82069 0.95615 -0.95542 -0.1048
O 0.93066 2.13861 -0.73436 -0.4390
H 0.67376 -0.73409 2.81772 0.2908
H 0.57455 -2.46234 2.32078 0.2280
H -0.91369 -1.50344 2.61404 0.2961
H -0.50049 -0.68439 -1.52178 0.3264
H -1.32570 0.88590 -1.22913 0.3910
H 1.69536 0.29408 -1.11319 0.3399
H -0.08434 1.12288 -3.30316 0.0616
H 0.12212 1.75471 -2.97237 -0.0155

=====

(x)
15
Properties=species:S:1:pos:R:3:mulliken_charge:R:1 method="wB97M-V/def2-TZVPD" orbital_gap_ev=9.21 e_homo_ev=-9.7 lumo_energy_ev=-0.45
C 1.15014 0.12476 0.39605 0.0891
C 0.49321 -1.38054 0.45026 -0.5692
C -0.68845 -0.50769 -0.41328 -0.1411
C -0.28140 0.55124 0.42942 -0.2102
H 3.01935 -0.25806 0.06663 0.4249
H 1.94043 0.63185 1.21776 0.2669
H 0.13734 -1.81322 1.57625 0.2282
H 1.22917 -2.25084 0.14650 0.2921
H -0.54498 -0.27788 -1.49293 0.3134
H -2.44413 -1.19502 -0.81625 0.3198
H -0.68632 0.45415 1.38959 0.2265
H -1.46062 1.83062 -0.29079 0.3676
O 1.91667 0.07440 -0.80585 -0.5403
O -2.02550 -0.72685 -0.15049 -0.5021
O -0.54507 1.92143 0.08490 -0.5657

=====

Which structure is the most stable? The one labeled (w).

=====

(w)
13
Properties=species:S:1:pos:R:3:mulliken_charge:R:1 method="wB97M-V/def2-TZVPD" orbital_gap_ev=10.58 smiles="[H]/N=C/OCC(N)=O" e_homo_ev=-9.8 lumo_energy_ev=0.83
H -1.09398 0.09381 2.56363 0.2179
N -0.81729 0.20273 1.59204 -0.6472
C 0.31459 0.77202 1.51807 0.1862
O 0.93138 1.07272 0.37547 -0.3534
C 0.22355 0.83762 -0.85010 -0.4948
C 0.37392 -0.61232 -1.32904 0.5257
N -0.53106 -1.47720 -0.80397 -0.3568
O 1.22626 -0.92165 -2.14292 -0.6074
H 0.93314 1.09488 2.35924 0.3806
H -0.82754 1.11404 -0.72068 0.4015
H 0.70843 1.47794 -1.58576 0.2483
H -0.39377 -2.45783 -0.99880 0.2490
H -1.04764 -1.19677 0.02282 0.2506

=====

(x)
13
Properties=species:S:1:pos:R:3:mulliken_charge:R:1 method="wB97M-V/def2-TZVPD" orbital_gap_ev=10.53 smiles=CO[C@]12NO[C@H]1N2 e_homo_ev=-9.5 lumo_energy_ev=1.00
C -1.68689 -0.41854 -1.01015 -0.6825
O -1.29183 -0.03726 0.30394 -0.3793
C 0.03594 0.15158 0.44399 0.3527
N 0.76410 1.05601 -0.45890 -0.2463
O 1.99491 0.31172 -0.20535 -0.3132
C 1.28042 -0.62835 0.58118 0.0956
N 0.64980 -0.00463 1.72491 -0.5658
H -2.70089 -0.81174 -0.92161 0.2376
H -1.02246 -1.19507 -1.40656 0.3079
H -1.67756 0.44044 -1.68785 0.2738
H 0.89838 1.98078 -0.04147 0.2641
H 1.61520 -1.65827 0.59340 0.4045
H 1.14087 0.81334 2.08447 0.2510

=====

(y)
13
Properties=species:S:1:pos:R:3:mulliken_charge:R:1 method="wB97M-V/def2-TZVPD" orbital_gap_ev=10.43 e_homo_ev=-9.6 lumo_energy_ev=0.80
C -2.11736 -0.13124 -0.30832 -0.6876
N -1.22575 -0.14777 0.87799 -0.1798
N -0.39183 0.69629 1.04258 -0.0905
O -0.21292 1.76739 0.10284 -0.3613
H -2.80728 0.68863 -0.35196 0.3255
H -2.70231 -1.01671 -0.13213 0.2777
H -1.49709 -0.19733 -1.14513 0.3384
H 0.70533 1.99365 0.27471 0.3700
C 1.92463 -1.23121 -0.06660 -0.9940
C 2.32599 -0.06054 -0.05034 0.9493
O 2.77597 1.01298 0.00349 -0.4475
H 0.83231 -1.17029 -0.02862 0.2010
H 2.39030 -2.20383 -0.21851 0.2988

=====

(z)
13
Properties=species:S:1:pos:R:3:mulliken_charge:R:1 method="wB97M-V/def2-TZVPD" orbital_gap_ev="7.46 / 7.46" e_homo_ev="-7.5 / -7.5" lumo_energy_ev="-0.08 / -0.08"
N -0.30263 0.60262 0.06945 0.1132
C 1.25766 0.22001 0.15512 0.4824
N -0.74371 1.07652 -1.20777 -0.7293
O 1.70609 0.71798 1.34754 -0.4182
O 1.90443 0.17298 -0.86435 -0.5326
H 2.67023 0.78956 1.28361 0.3496
H -0.61901 1.23030 0.80663 0.3526
H -1.53827 0.49806 -1.47349 0.2953
H 0.02005 0.87162 -1.85456 0.2800
C -0.74780 -0.94270 0.45999 -0.2451
C -1.82591 -1.55683 0.37081 -0.3079
H -2.27751 -2.52440 0.32800 0.2738
H 0.49638 -1.15572 0.57902 0.0861

=====

Which structure is the most stable? The one labeled (w).